[1]
The following is a DFT calculation (ωB97M-V/def2-TZVPD) of C10H40F4Mn2N20O14P2 as an isolated structure.

The LUMO energy (spin up / spin down) is -4.66 / -5.09 eV. As for the HOMO-LUMO gap (spin up / spin down): 8.70 / 8.27 eV. Its expectation value of S² is 30.0055.

Geometry as ORCA input:
```
! wB97M-V def2-TZVPD RIJCOSX def2/J DEFGRID3
* xyz 2 11
Mn -0.921 3.211 -0.334
Mn 3.640 0.242 0.824
O 0.959 3.499 -0.666
P 2.457 3.450 -0.349
O 3.162 2.174 0.109
F 2.572 4.462 0.878
F 3.302 4.168 -1.602
O 1.824 -0.099 0.286
P 0.356 0.092 0.146
O -0.353 1.426 0.238
F -0.455 -1.045 0.963
F 0.103 -0.469 -1.343
C -3.598 -1.828 0.764
O -3.299 -1.431 -0.326
N -4.730 -2.346 1.047
N -2.761 -1.755 1.773
H -5.414 -2.367 0.303
H -4.931 -2.799 1.927
H -1.798 -1.705 1.474
H -3.064 -1.988 2.708
C 3.274 -2.990 1.332
O 3.649 -1.887 1.520
N 3.909 -3.971 0.681
N 2.166 -3.383 1.784
H 3.590 -4.918 0.538
H 4.841 -3.764 0.352
H 1.669 -4.258 1.706
H 1.664 -2.634 2.239
C 2.291 1.696 3.591
O 2.717 1.047 2.633
N 2.595 2.876 3.840
N 1.472 1.274 4.556
H 2.466 3.220 4.781
H 3.348 3.384 3.398
H 1.355 1.927 5.318
H 0.880 0.456 4.548
C -0.657 4.587 2.591
O -0.891 3.698 1.852
N 0.350 5.380 2.593
N -1.475 5.115 3.469
H 0.547 5.760 3.507
H 1.149 5.148 2.019
H -1.226 5.962 3.958
H -2.445 4.837 3.426
C -2.423 0.813 4.342
O -3.246 -0.018 4.749
N -1.930 1.753 5.024
N -1.862 0.817 3.204
H -1.223 2.306 4.560
H -2.277 1.702 5.971
H -1.281 1.601 2.941
H -2.012 0.065 2.547
C 4.368 -0.958 -2.096
O 4.266 -0.381 -1.057
N 5.329 -1.728 -2.473
N 3.402 -0.955 -2.934
H 5.539 -2.111 -3.384
H 6.028 -1.772 -1.745
H 2.698 -0.258 -3.129
H 3.446 -1.665 -3.651
C 0.961 1.294 -4.323
O 1.075 2.064 -3.446
N 1.031 1.687 -5.563
N 0.748 0.030 -4.279
H 1.203 2.678 -5.656
H 0.876 1.033 -6.317
H 0.580 -0.509 -3.442
H 0.792 -0.407 -5.189
C -2.424 2.258 -2.587
O -1.375 2.698 -2.194
N -3.191 2.855 -3.479
N -2.763 1.062 -2.194
H -2.839 3.696 -3.912
H -4.077 2.394 -3.631
H -2.257 0.333 -1.711
H -3.599 0.659 -2.594
C -3.115 -2.243 -4.083
O -3.784 -2.755 -4.886
N -2.479 -1.135 -4.272
N -2.995 -2.667 -2.922
H -2.448 -0.735 -5.199
H -1.904 -0.795 -3.514
H -2.552 -2.170 -2.163
H -3.498 -3.512 -2.691
C -0.478 -5.042 0.804
O -0.083 -5.000 1.933
N -0.434 -4.047 -0.037
N -0.778 -6.126 0.182
H -0.778 -4.340 -0.940
H -0.151 -3.157 0.347
H -1.242 -6.789 0.787
H -1.134 -5.979 -0.751
*
```

Atom charges from the Löwdin analysis, given in e for atoms 1 to 8: number 1, Mn, carries 1.04; number 2, Mn, carries 1.00; number 3, O, carries -0.36; number 4, P, carries 0.49; number 5, O, carries -0.33; number 6, F, carries -0.13; number 7, F, carries -0.13; number 8, O, carries -0.31

***

[2]
The following is a DFT calculation (ωB97M-V/def2-TZVPD) of C6H12 as an isolated structure.

The LUMO energy is 0.90 eV. As for the HOMO-LUMO gap: 8.54 eV.

Geometry as ORCA input:
```
! wB97M-V def2-TZVPD RIJCOSX def2/J DEFGRID3
* xyz 0 1
C 2.340 -0.139 0.283
C 1.322 0.729 -0.509
C 0.048 -0.013 -0.929
C -0.996 -0.281 0.184
C -0.469 -0.653 1.413
C -2.407 0.104 -0.236
H 2.515 0.254 1.282
H 3.301 -0.206 -0.228
H 1.862 -1.100 0.439
H 1.088 1.650 0.023
H 1.821 1.049 -1.430
H -0.413 0.531 -1.757
H 0.305 -1.002 -1.328
H -0.468 0.574 1.212
H -1.127 -0.978 2.222
H -3.098 0.009 0.599
H -2.351 1.135 -0.582
H -2.744 -0.516 -1.069
*
```

Atom charges from the Löwdin analysis, given in e for atoms 1 to 8: number 1, C, carries -0.12; number 2, C, carries -0.26; number 3, C, carries -0.20; number 4, C, carries -0.37; number 5, C, carries -0.02; number 6, C, carries -0.05; number 7, H, carries 0.06; number 8, H, carries 0.06